No. 1
DFT (ωB97M-V/def2-TZVPD) results for C8H8BrClO3 in the gas phase at a distorted geometry.

The geometry in XYZ format:
```
21
Properties=species:S:1:pos:R:3:forces:R:3
H 2.1713 -2.5997 -1.2834 -0.270 -0.127 0.320
C 0.8495 -0.3047 0.3451 -0.058 -0.081 -0.140
Br 1.6274 0.3863 -2.4472 -0.016 0.232 0.781
C 0.0372 1.6762 1.7713 -0.497 -0.043 -0.752
H -0.0033 1.1807 2.7456 0.125 0.114 -0.092
H -2.6603 4.1140 1.1930 0.130 0.354 0.396
C -0.9507 2.7737 1.6940 0.789 -0.605 0.501
C -0.9945 -2.0903 -0.9976 0.240 0.631 -0.025
O -2.1076 -2.3845 -0.7846 -0.454 -0.437 0.093
C 1.1585 -2.2487 -1.4545 -1.366 0.509 -0.475
C 0.7770 -0.7753 -1.1156 0.370 0.070 -1.794
H 1.0498 2.0444 1.5704 -0.154 0.124 0.339
H 1.8096 0.1616 0.5923 -0.081 -0.141 -0.352
H -0.4322 1.3260 -0.2743 -0.137 -0.280 0.065
O 0.1181 -2.8924 -0.7321 -0.136 0.566 -0.231
H -1.2445 0.1756 0.8260 0.125 0.117 -0.188
H 0.7706 -1.2082 0.9663 -0.086 0.265 0.006
C -1.8070 3.5992 1.5727 -0.554 -0.128 -0.665
O -0.6051 -0.8546 -1.5067 0.143 -1.221 1.462
Cl 0.6789 -2.5779 -3.1979 1.192 -0.257 0.242
C -0.3056 0.6918 0.6094 0.694 0.335 0.509
```
Forces are in eV/Å.

- Charge: 0
- SMILES: C#CCCC[C@]1(Br)OC(=O)O[C@H]1Cl
- Orbital gap: 10.7 eV
- Spin multiplicity: 1

Atom charges from the Mulliken analysis, given in e for atoms 1 to 8: 0.442 -0.838 -0.066 -0.354 0.314 0.396 -0.575 0.539

No. 2
DFT (ωB97M-V/def2-TZVPD) results for a molecular structure, C8H8BrN2O2 at a distorted geometry.

The geometry in XYZ format:
```
21
Properties=species:S:1:pos:R:3:forces:R:3
C 0.2662 -1.6788 0.2191 0.136 -3.562 -0.255
C 0.1400 1.1777 0.1106 -1.608 -3.039 1.947
H 0.2838 -2.4612 1.0432 0.134 0.389 -0.980
N 0.1606 3.1583 -2.8117 0.147 1.321 -0.745
Br -0.8339 2.6343 1.1452 0.437 -0.717 -0.523
H -0.1347 -2.2991 -0.7007 0.623 2.095 1.580
C -0.1261 -0.5383 2.3867 -1.781 -1.715 -1.534
H -0.6727 0.3007 2.6859 -1.164 0.886 1.525
N -2.9569 -0.8740 0.1468 -1.108 -0.211 -0.421
O 0.7999 -0.5931 -2.7855 0.605 -1.312 -1.121
C -1.8723 -0.7234 0.4663 1.560 0.937 1.571
H -0.9922 0.3908 -1.6542 1.263 1.561 0.677
H 1.2898 -1.4004 0.1033 0.807 0.039 -0.525
C -0.1012 1.0517 -1.3244 -0.464 -0.498 -1.174
H 1.1984 1.2364 0.3681 -0.241 0.190 0.082
C 1.2681 0.2024 -2.0120 -1.081 1.317 1.044
H -0.4912 -1.5580 2.7008 0.150 1.315 0.573
O 2.3283 0.6478 -1.6003 0.399 -0.578 -0.093
C 0.0324 2.2810 -2.0952 -0.751 -1.502 0.844
C -0.4619 -0.5667 0.8774 1.031 3.186 -1.790
H 0.8756 -0.3883 2.7306 0.905 -0.101 -0.682
```
Forces are in eV/Å.

- Charge: -1
- Relative energy (zero: lowest compared OMol25 entry of this formula, charge and spin): 9.67 kcal/mol
- Orbital gap: 7.9 eV
- Spin multiplicity: 1

Atom charges from the Mulliken analysis, given in e for atoms 1 to 8: -1.554 -0.763 0.455 -0.588 -0.224 0.281 -1.649 0.435

No. 3
DFT (ωB97M-V/def2-TZVPD) results for C8H8BrNS in the gas phase at a distorted geometry.

The geometry in XYZ format:
```
19
Properties=species:S:1:pos:R:3:forces:R:3
C 2.2719 1.4793 0.2742 0.177 0.328 -0.153
C -1.8697 -1.2948 0.9210 -1.085 -1.821 1.485
C 2.1961 0.1888 0.7370 0.046 -0.085 0.447
Br -1.9191 -0.5871 2.6371 -0.162 0.314 0.372
C -0.0240 1.3919 -0.3717 -0.397 -0.171 0.098
H -0.9031 1.8418 -0.8105 -0.079 0.014 -0.027
H -2.4859 -2.1601 0.7432 -0.012 0.095 0.009
H 1.2235 3.1114 -0.6435 -0.042 0.153 -0.041
C 1.1561 2.1000 -0.2788 0.321 -0.287 0.111
C -1.5687 -1.0668 -1.4387 0.091 0.122 -0.155
C 0.9969 -0.5435 0.7179 0.094 0.483 -0.258
H -2.5679 -1.4926 -1.5170 0.017 0.071 0.037
H 3.2060 2.0164 0.3423 0.092 0.023 -0.026
S 0.9732 -2.1366 1.3289 0.098 -0.156 -0.148
N -1.3153 -0.6352 -0.0807 0.670 1.734 -1.249
H -0.8289 -1.8127 -1.7380 -0.010 -0.119 -0.120
H 3.0653 -0.2970 1.1512 0.118 -0.007 0.096
H -1.4849 -0.2037 -2.0985 -0.072 -0.113 -0.116
C -0.1216 0.1004 0.1246 0.136 -0.578 -0.362
```
Forces are in eV/Å.

- Charge: 0
- Relative energy (zero: lowest compared OMol25 entry of this formula, charge and spin): 0.00 kcal/mol
- Orbital gap (alpha / beta): 6.8 / 6.6 eV
- Spin multiplicity: 3

Atom charges from the Mulliken analysis, given in e for atoms 1 to 8: -0.527 -0.337 -0.333 -0.121 -0.352 0.456 0.381 0.387

No. 4
DFT (ωB97M-V/def2-TZVPD) results for a gas-phase ion, C8H8ClF3N3 (charge +1) at a distorted geometry.

The geometry in XYZ format:
```
23
Properties=species:S:1:pos:R:3:forces:R:3
F 1.5436 -2.0950 0.3144 -0.264 -0.038 0.072
H 2.5684 0.9977 -2.0034 0.015 -0.013 0.040
C 1.5314 0.6818 -2.0663 0.163 -0.089 -0.359
H -0.8587 -0.3602 2.6549 0.157 0.007 -0.121
C 0.9598 0.5000 -0.7342 -0.419 -0.270 0.218
F 2.6554 -2.5619 2.1049 -0.086 0.083 0.233
N -0.1598 -0.1537 -0.5500 0.475 0.870 0.768
C 2.0359 -1.5850 1.4569 0.201 -0.081 -0.440
H 0.9708 1.4412 -2.6166 -0.056 0.061 -0.025
N -0.7813 -0.6071 -1.6671 -0.244 -0.809 -1.483
C -2.0577 -0.8145 -1.6684 0.597 0.494 1.098
N -0.2013 -0.5349 1.8917 0.782 -0.518 0.310
C -2.2232 -0.3805 0.6567 0.032 -0.102 -0.599
C -0.8039 -0.3355 0.6969 -0.749 0.006 -0.017
C 0.9621 -0.9981 2.3234 -0.151 0.154 -0.372
H -3.9492 -0.6469 -0.5848 -0.104 -0.022 0.016
Cl -2.7512 -1.4191 -3.0830 -0.052 -0.041 -0.245
H -2.7678 -0.3410 1.5890 -0.081 0.037 0.112
C -2.8783 -0.5771 -0.5180 0.077 0.079 0.363
F 2.9738 -0.6903 1.0859 -0.035 0.176 0.179
H 1.1371 -1.0492 3.3845 -0.175 0.087 0.088
H 1.4310 -0.2384 -2.6440 0.079 0.024 -0.023
H 1.4560 0.9086 0.1334 -0.162 -0.097 0.188
```
Forces are in eV/Å.

- Charge: +1
- Relative energy (zero: lowest compared OMol25 entry of this formula, charge and spin): 0.00 kcal/mol
- Orbital gap (alpha / beta): 6.5 / 6.6 eV
- Spin multiplicity: 1

Atom charges from the Mulliken analysis, given in e for atoms 1 to 8: -0.228 0.364 -1.346 0.292 0.217 -0.240 0.750 0.829

No. 5
DFT (ωB97M-V/def2-TZVPD) results for a molecular structure, C8H8CoN2O3 at a distorted geometry.

The geometry in XYZ format:
```
22
Properties=species:S:1:pos:R:3:forces:R:3
C -2.3417 4.2380 2.3083 -0.506 -0.214 -0.097
C -1.1020 3.5258 1.8877 -0.420 0.639 0.350
H 2.8651 2.3432 2.0577 0.739 0.104 1.775
C 0.2572 3.8250 1.9920 1.097 -2.448 -1.321
H -2.2909 4.3694 3.4112 -0.218 0.170 -0.708
O 1.8736 -1.9924 1.4207 -5.506 8.595 -3.546
H -3.2790 3.6470 2.0351 1.272 0.845 0.393
H 0.7321 4.6619 2.4116 0.328 0.921 0.469
C 1.1525 0.2985 -1.4859 6.163 -1.821 -13.407
H 2.5602 1.5000 0.6896 -0.326 -1.124 -0.573
C -2.6662 -1.3582 -0.6072 3.022 1.518 0.677
H -2.0940 1.9109 1.0812 0.511 -0.077 -0.059
H 2.8089 3.1133 0.5812 0.629 1.534 -0.968
Co 0.5720 0.4284 0.2019 -1.301 -1.009 -0.503
C 2.3054 2.4216 1.1799 0.865 -0.601 -0.352
C 1.2518 -1.0124 1.0140 6.943 -11.894 5.720
N 0.0016 1.8263 0.9573 -2.135 3.646 1.989
O 1.7150 0.0970 -2.5605 -4.982 1.780 9.405
O -3.6363 -1.8233 -0.8130 -2.808 -1.387 -0.617
H -2.3533 5.2197 1.7862 -0.170 -0.493 0.556
C 0.9200 2.7168 1.3873 -1.925 2.559 1.414
N -1.2015 2.3621 1.2826 -1.272 -1.243 -0.597
```
Forces are in eV/Å.

- Charge: +2
- Orbital gap (alpha / beta): 8.1 / 6.0 eV
- Spin multiplicity: 4

Atom charges from the Mulliken analysis, given in e for atoms 1 to 8: -0.921 0.722 0.353 -1.026 0.324 -0.116 0.276 0.455

No. 6
DFT (ωB97M-V/def2-TZVPD) results for 2 unconnected molecules or ions with the total composition C8H8N2 at a distorted geometry.

The geometry in XYZ format:
```
18
Properties=species:S:1:pos:R:3:forces:R:3
H 0.4426 2.6940 2.0862 -0.328 -0.005 0.123
H -1.8259 -1.6348 1.2704 -0.095 -0.004 -0.165
N 0.0638 0.7468 2.0612 0.908 0.407 -0.748
C -4.8454 0.4459 -1.9893 0.868 -0.984 0.940
C 1.6046 -0.3290 0.5443 -0.096 -0.038 0.174
H 0.3979 -1.2531 2.0690 -0.081 0.278 -0.190
C -3.2181 -0.6900 -0.2484 -0.932 0.608 -1.065
H 3.4233 -1.6079 -1.7394 0.005 0.031 0.044
H 1.4449 1.8168 1.1446 0.464 0.174 -0.459
C -2.4727 -1.2273 0.5276 -0.264 0.279 -0.075
N 0.4870 1.9315 1.4270 -0.530 -0.619 0.696
C 0.6391 -0.3007 1.5892 -0.611 -0.137 0.792
H -5.5354 0.7601 -2.7316 -0.018 0.233 -0.013
C 3.4317 -0.5854 -1.3607 -0.435 0.322 -0.400
C -4.1016 -0.0812 -1.1890 0.362 -0.128 0.341
H 4.3970 -0.3771 -0.9251 0.431 0.069 -0.072
C 2.4207 -0.4073 -0.3289 0.177 -0.220 -0.282
H 3.2464 0.0988 -2.2071 0.176 -0.264 0.359
```
Forces are in eV/Å.

- Charge: 0
- SMILES: CC#C/C=N\N.C#CC#C
- Relative energy (zero: lowest compared OMol25 entry of this formula, charge and spin): 175.58 kcal/mol
- Orbital gap: 9.7 eV
- Spin multiplicity: 1

Atom charges from the Mulliken analysis, given in e for atoms 1 to 8: 0.266 0.500 -0.214 -0.248 -0.843 0.467 -0.497 0.296

No. 7
DFT (ωB97M-V/def2-TZVPD) results for C8H8N2O in the gas phase at a distorted geometry.

The geometry in XYZ format:
```
19
Properties=species:S:1:pos:R:3:forces:R:3
C 1.7762 -0.5986 -0.6566 3.373 -0.268 5.455
H -1.3853 0.2431 3.0458 -0.130 -0.450 -0.493
C -0.7498 0.4564 0.2642 4.006 -2.280 -2.543
H 2.7373 -1.2538 -0.8139 -1.932 1.655 -0.360
C 1.6878 -0.0195 0.6816 -7.886 -1.616 -9.644
C 0.4377 -1.1499 -2.7063 -7.185 3.359 4.507
H -1.3653 1.9867 2.5578 -1.737 1.141 -1.211
H -0.6821 1.6121 4.1066 0.173 -1.578 -3.201
H -1.5514 -1.4211 -3.7972 2.560 2.480 3.555
N -0.9238 -0.8874 -2.9194 -1.180 -2.994 -4.345
H 2.3339 0.1401 1.3362 6.124 0.758 5.298
C -0.8533 1.1686 2.9290 2.466 1.502 4.017
C 0.6364 -0.6506 -1.4373 1.115 -0.984 -1.529
N -1.5962 -0.2935 -1.9097 1.778 -1.185 -0.653
H 0.9886 -1.5227 -3.3746 4.170 -2.989 -5.100
H -1.6756 0.7416 0.4686 -3.681 1.495 1.369
C -0.5904 -0.1905 -1.0325 -2.113 2.508 3.179
C 0.3687 0.5343 1.0326 0.997 -0.840 -1.147
O 0.4066 1.1049 2.2253 -0.920 0.285 2.848
```
Forces are in eV/Å.

- Charge: 0
- SMILES: COc1ccc2c[nH]nc2c1
- Relative energy (zero: lowest compared OMol25 entry of this formula, charge and spin): 116.71 kcal/mol
- Orbital gap: 8.5 eV
- Spin multiplicity: 1

Atom charges from the Mulliken analysis, given in e for atoms 1 to 8: -0.627 0.384 -0.835 0.199 -0.961 -1.394 0.380 0.214

No. 8
DFT (ωB97M-V/def2-TZVPD) results for a molecular structure, C8H8N2O3S at a distorted geometry.

The geometry in XYZ format:
```
22
Properties=species:S:1:pos:R:3:forces:R:3
H -2.0848 4.0518 1.9193 0.896 -1.042 -0.554
H -0.2264 1.6082 -1.1871 0.542 0.414 1.101
N 0.9426 -2.6553 -1.2593 11.502 -7.779 -9.129
O 1.9494 -3.1892 0.2746 2.423 -2.957 2.377
C 0.5521 1.7862 2.1515 -2.190 1.783 -0.541
S 1.1859 -1.9105 0.3010 1.497 3.415 4.425
C 2.1503 -0.4665 -0.2234 -0.089 0.027 -0.516
C 1.7412 0.3989 0.8988 -1.340 2.297 0.309
C -0.3849 2.7648 2.4957 -1.675 1.032 0.898
H -0.5212 3.1676 3.5193 0.554 -0.619 -0.582
C -0.1693 1.9665 -0.1255 -2.534 0.123 -1.403
N 2.1702 0.2802 2.1166 0.007 0.571 -0.060
H 0.0653 -2.2906 -1.1237 -6.729 -0.613 -4.723
C 0.6024 1.3549 0.8308 1.921 -0.337 0.750
H -1.7813 3.3000 -0.5717 -0.288 0.022 0.157
H 1.9169 -0.1409 -1.2600 -0.634 -0.078 0.868
C -1.3409 3.2864 1.5594 1.376 -0.090 1.433
H 1.6416 -3.4112 -1.2638 -0.852 -0.240 -1.481
O 1.4277 1.2021 2.9485 1.107 -1.317 -0.728
H 3.1930 -0.6654 -0.2872 0.921 -0.559 0.592
O -0.1817 -1.6879 -0.3182 -8.076 6.997 7.847
C -1.2062 2.8920 0.2463 1.660 -1.048 -1.043
```
Forces are in eV/Å.

- Charge: 0
- Relative energy (zero: lowest compared OMol25 entry of this formula, charge and spin): 305.50 kcal/mol
- Orbital gap: 6.6 eV
- Spin multiplicity: 1

Atom charges from the Mulliken analysis, given in e for atoms 1 to 8: 0.323 0.235 -0.489 -0.541 0.033 0.517 -0.561 0.150

No. 9
DFT (ωB97M-V/def2-TZVPD) results for C8H8N2O3S in the gas phase at a distorted geometry.

The geometry in XYZ format:
```
22
Properties=species:S:1:pos:R:3:forces:R:3
H 3.3399 -0.7983 -0.0089 -0.821 0.625 1.368
O -2.2736 0.7409 -0.5982 2.099 0.300 1.496
H -0.8793 -0.3345 -2.6344 1.678 -0.435 0.847
H 1.1599 -2.7820 -0.0882 1.508 1.269 0.018
H -3.5627 2.1378 0.6490 -1.614 -1.989 -0.790
O 2.2683 -0.7481 2.7562 1.051 -0.078 -0.732
H -3.0611 2.8322 2.1167 -0.261 0.498 0.969
C 1.7786 -0.6511 1.6467 0.565 -1.149 1.620
C 0.0340 -0.7550 -2.0554 -2.306 0.877 -0.722
H 0.3009 0.5346 2.4008 -0.151 -1.066 -1.635
C -0.1889 0.0808 0.3003 0.252 -1.422 -0.791
H -2.7107 3.4785 0.5141 1.104 0.491 0.032
C 2.0066 -2.0640 -0.3786 -4.155 0.092 1.336
C 0.9733 -1.4309 -2.7245 0.121 0.063 2.139
H 1.0361 -1.4541 -3.7313 -0.179 -0.359 -3.179
O -1.5953 1.8109 1.2745 0.735 -0.764 -1.272
C -2.7747 2.5911 1.1282 0.646 0.995 0.550
C 0.5229 -0.0872 1.4665 -0.769 2.350 1.472
C -1.4056 0.9047 0.2737 -3.466 1.048 -1.555
S 2.4432 -2.1258 -2.0419 1.015 0.104 -0.527
N 2.4865 -1.1833 0.4571 2.123 -1.032 -1.417
N 0.1019 -0.6973 -0.7223 0.826 -0.415 0.770
```
Forces are in eV/Å.

- Charge: 0
- Relative energy (zero: lowest compared OMol25 entry of this formula, charge and spin): 83.47 kcal/mol
- Orbital gap (alpha / beta): 6.8 / 6.8 eV
- Spin multiplicity: 1

Atom charges from the Mulliken analysis, given in e for atoms 1 to 8: 0.294 -0.610 0.248 0.394 0.389 -0.579 0.288 0.066

No. 10
DFT (ωB97M-V/def2-TZVPD) results for 2 unconnected molecules or ions with the total composition C8H8N2S at a distorted geometry.

The geometry in XYZ format:
```
19
Properties=species:S:1:pos:R:3:forces:R:3
C -2.0040 -1.2652 1.1293 3.150 -2.474 1.773
C 1.6830 -0.5078 0.0371 -0.843 2.194 -4.642
H 1.3886 1.4572 0.8851 2.943 -1.193 -3.843
C -0.2697 1.5461 -1.0772 1.673 -1.242 0.039
C -0.8646 0.3381 -0.3799 3.659 -1.304 1.584
H -0.4025 2.4475 -0.5213 -0.251 0.724 0.394
S -2.4289 0.0766 0.2723 0.294 1.442 -1.699
C -2.9807 -2.1145 1.8492 -2.818 0.804 0.746
H 0.0047 -2.1532 1.4537 1.387 -3.274 2.299
H 1.4445 0.3548 -1.9284 -0.376 2.395 -0.503
H -0.6807 1.6273 -2.0335 -0.932 0.569 -1.578
C 0.1519 -0.6224 0.1904 -3.227 2.934 -1.597
C 1.3094 1.3589 -1.3572 -0.622 -0.941 0.084
H 1.7757 2.3047 -1.7651 -0.853 -1.232 -0.119
H 2.2301 -1.0432 -0.8560 -1.598 0.569 1.522
N 2.1143 0.9813 -0.2033 -3.893 -0.628 5.387
N -3.9940 -2.4785 2.3609 3.926 0.835 -1.780
C -0.5468 -1.4170 1.0731 -3.522 1.030 -1.546
H 2.0697 -0.8907 0.8710 1.905 -1.208 3.480
```
Forces are in eV/Å.

- Charge: 0
- Relative energy (zero: lowest compared OMol25 entry of this formula, charge and spin): 124.05 kcal/mol
- Orbital gap: 8.7 eV
- Spin multiplicity: 1

Atom charges from the Mulliken analysis, given in e for atoms 1 to 8: 0.291 -1.125 0.278 -0.758 0.472 0.336 -0.204 0.221

no.,molar mass (g/mol),calculated total energy (Ha)
1,267.51,-3569.48792
2,244.07,-3143.64968
3,230.13,-3336.49695
4,238.62,-1233.36112
5,239.10,-2026.85945
6,132.17,-418.90586
7,148.16,-494.24779
8,212.23,-1042.56962
9,212.23,-1042.92346
10,164.23,-817.18227